{
  "formula": "C35H43Br3CdClN3O7",
  "method": "ωB97M-V/def2-TZVPD",
  "max_force_ev_per_a": 0.94,
  "e_lumo_ev": 3.99,
  "gap_ev": 6.1,
  "total_energy_ha": -10400.3502,
  "total_charge": -2,
  "e_homo_ev": -2.1,
  "species": ["Cd", "C", "C", "C", "C", "C", "C", "C", "Br", "C", "O", "C", "C", "C", "C", "C", "C", "H", "H", "H", "H", "H", "H", "H", "H", "H", "H", "H", "H", "H", "H", "H", "H", "H", "H", "H", "H", "O", "Cl", "O", "O", "O", "Br", "C", "C", "C", "Br", "C", "C", "C", "C", "N", "C", "C", "O", "H", "H", "H", "H", "O", "C", "C", "C", "C", "C", "C", "N", "H", "H", "H", "H", "H", "H", "H", "H", "H", "H", "H", "C", "C", "C", "C", "C", "C", "N", "H", "H", "H", "H", "H", "H", "H", "H"],
  "positions_angstrom": [[-0.0066, 0.0814, 0.1552], [-2.3846, -4.0737, 7.1552], [-2.1156, -4.5157, 5.7155], [-3.3308, -5.3238, 5.2399], [-0.8835, -5.4300, 5.7169], [-1.8684, -3.3361, 4.7836], [-1.7889, -3.5455, 3.4134], [-1.5121, -2.5017, 2.5593], [-1.4443, -2.8342, 0.6880], [-1.2498, -1.1760, 2.9843], [-0.9455, -0.2279, 2.1799], [-1.3717, -0.9645, 4.3997], [-1.6584, -2.0327, 5.2328], [-1.1458, 0.4398, 4.9567], [-1.3961, 0.5150, 6.4663], [0.3086, 0.8535, 4.7099], [-2.0948, 1.4441, 4.2855], [-2.5842, -4.9484, 7.7762], [-3.2469, -3.4114, 7.2105], [-1.5298, -3.5522, 7.5804], [-3.5634, -6.1188, 5.9517], [-3.1483, -5.7867, 4.2726], [-4.2033, -4.6793, 5.1407], [-1.0477, -6.3076, 6.3455], [-0.0130, -4.8917, 6.0909], [-0.6541, -5.7662, 4.7070], [-1.9435, -4.5266, 2.9875], [-1.7300, -1.8388, 6.2896], [-0.7033, -0.1129, 7.0276], [-2.4134, 0.2200, 6.7219], [-1.2519, 1.5443, 6.7965], [0.9881, 0.1947, 5.2549], [0.4733, 1.8784, 5.0508], [0.5435, 0.7986, 3.6529], [-3.1335, 1.1673, 4.4756], [-1.9389, 1.4776, 3.2122], [-1.9258, 2.4425, 4.6960], [-1.7823, 0.0066, -3.5593], [-1.7591, 0.7729, -2.3402], [-2.7376, 1.8093, -2.4074], [-0.4357, 1.3251, -2.1323], [-2.0352, -0.1073, -1.2079], [-2.9719, 4.4066, 1.3894], [-1.1383, 4.1349, 1.7885], [-0.4844, 5.0540, 2.5997], [0.8350, 4.8844, 2.9409], [1.6700, 6.1854, 4.0680], [1.5665, 3.7747, 2.4679], [2.9210, 3.5019, 2.7534], [3.5187, 2.3952, 2.2189], [2.7704, 1.5434, 1.3850], [1.5098, 1.7685, 1.1188], [0.8957, 2.8467, 1.6398], [-0.5170, 2.9745, 1.2825], [-1.0629, 2.0929, 0.5988], [-1.0324, 5.9118, 2.9681], [3.4715, 4.1756, 3.3978], [4.5538, 2.1648, 2.4285], [3.2144, 0.6625, 0.9368], [0.2415, -1.6502, -2.0543], [0.1272, -2.6230, -2.7481], [0.3211, -2.5671, -4.2420], [1.8462, -2.7062, -4.4194], [2.5215, -3.8568, -3.6502], [2.5728, -3.6955, -2.1199], [1.2986, -4.1537, -1.3897], [0.1092, -3.9102, -2.2100], [-0.0325, -1.6086, -4.6198], [-0.2086, -3.3810, -4.7461], [2.2998, -1.7699, -4.0838], [2.0703, -2.8085, -5.4854], [3.5489, -3.9221, -4.0182], [2.0501, -4.8110, -3.9195], [2.7565, -2.6455, -1.8761], [3.4278, -4.2458, -1.7189], [1.1960, -3.6169, -0.4498], [1.3203, -5.2226, -1.1713], [0.0320, -4.6045, -2.9440], [1.9666, -2.1612, 2.0667], [2.6708, -1.5494, 0.8989], [4.0055, -1.6585, 0.5609], [4.1928, -0.8548, -0.5909], [2.9621, -0.3035, -0.8855], [2.6114, 0.6476, -1.9811], [2.0350, -0.7266, 0.0173], [2.6972, -2.5707, 2.7661], [1.2886, -2.9690, 1.7777], [1.3671, -1.4225, 2.5994], [4.7467, -2.2369, 1.0911], [5.1088, -0.6829, -1.1350], [3.4826, 0.8113, -2.6195], [2.2924, 1.6158, -1.5881], [1.7874, 0.2762, -2.5904]]
}

=====

{
  "formula": "C35H43Cl3N2O2OsSbSi2",
  "method": "ωB97M-V/def2-TZVPD",
  "max_force_ev_per_a": 1.07,
  "e_lumo_ev": [-2.90, -5.20],
  "spin_multiplicity": 5,
  "gap_ev": [7.7, 5.5],
  "total_energy_ha": -3909.7822,
  "total_charge": 1,
  "e_homo_ev": [-10.6, -10.7],
  "species": ["Os", "C", "Si", "C", "C", "N", "C", "C", "C", "C", "C", "C", "N", "Si", "C", "C", "C", "H", "H", "H", "H", "H", "H", "H", "H", "H", "H", "H", "H", "H", "H", "H", "H", "H", "H", "H", "H", "H", "H", "C", "C", "C", "C", "C", "C", "C", "Sb", "C", "C", "C", "C", "C", "C", "C", "C", "C", "C", "C", "C", "C", "C", "H", "H", "H", "H", "H", "H", "H", "H", "H", "H", "H", "H", "H", "H", "H", "H", "H", "H", "H", "H", "H", "Cl", "C", "Cl", "Cl", "C", "O", "O"],
  "positions_angstrom": [[-2.3842, 0.2503, 0.4173], [-0.4419, 2.2765, 2.6810], [-1.1884, 0.7671, 3.5146], [0.1091, -0.2336, 4.4586], [-2.6241, 1.2563, 4.6369], [-1.7520, -0.3248, 2.1946], [-2.1675, -1.6157, 2.4061], [-2.3948, -2.2085, 3.6570], [-2.7949, -3.5220, 3.7441], [-2.9652, -4.2920, 2.5865], [-2.7786, -3.7353, 1.3414], [-2.4160, -2.3881, 1.2181], [-2.2975, -1.6954, 0.0406], [-2.3310, -2.4867, -1.5601], [-4.1005, -2.9926, -1.9736], [-1.6921, -1.1883, -2.7757], [-1.1536, -3.9574, -1.5706], [0.4164, 2.6452, 3.2453], [-1.1703, 3.0831, 2.6080], [-0.1012, 2.0439, 1.6716], [0.9022, 0.4179, 4.8271], [0.5629, -0.9935, 3.8193], [-0.3235, -0.7383, 5.3241], [-2.2307, 1.4817, 5.6304], [-3.3791, 0.4755, 4.7458], [-3.1206, 2.1539, 4.2646], [-2.2639, -1.6177, 4.5528], [-2.9856, -3.9557, 4.7159], [-3.2687, -5.3267, 2.6673], [-2.9425, -4.3336, 0.4554], [-4.6097, -2.2166, -2.5483], [-4.6957, -3.1874, -1.0792], [-4.1032, -3.9019, -2.5778], [-2.0838, -0.1868, -2.5850], [-1.9947, -1.4641, -3.7887], [-0.6032, -1.1258, -2.7598], [-1.6444, -4.8864, -1.2761], [-0.3045, -3.8057, -0.9013], [-0.7690, -4.0995, -2.5823], [1.7691, -2.3685, -2.8024], [3.0884, -1.9156, -2.2346], [4.2681, -2.5247, -2.6551], [5.5011, -2.1082, -2.1774], [5.5728, -1.0668, -1.2660], [4.4077, -0.4468, -0.8365], [3.1722, -0.8658, -1.3174], [1.3815, 0.2011, -0.7190], [2.3942, 1.3639, 0.8108], [2.5136, 0.6381, 1.9932], [3.1801, 1.1649, 3.0875], [3.7217, 2.4378, 2.9993], [3.6101, 3.1579, 1.8208], [2.9548, 2.6402, 0.7028], [2.8909, 3.4555, -0.5587], [1.2324, 1.4140, -2.5111], [2.1449, 1.2123, -3.5414], [2.0514, 1.9432, -4.7176], [1.0405, 2.8804, -4.8642], [0.1257, 3.0754, -3.8424], [0.2050, 2.3487, -2.6574], [-0.7877, 2.5991, -1.5628], [1.8668, -3.3451, -3.2743], [1.4180, -1.6630, -3.5622], [1.0099, -2.4361, -2.0207], [4.2127, -3.3386, -3.3688], [6.4033, -2.5998, -2.5177], [6.5313, -0.7348, -0.8884], [4.4727, 0.3619, -0.1208], [2.0824, -0.3573, 2.0558], [3.2780, 0.5889, 3.9993], [4.2439, 2.8631, 3.8467], [4.0560, 4.1437, 1.7577], [3.5340, 4.3313, -0.4871], [1.8743, 3.8055, -0.7476], [3.2070, 2.8683, -1.4198], [2.9501, 0.4972, -3.4258], [2.7689, 1.7807, -5.5116], [0.9647, 3.4609, -5.7745], [-0.6626, 3.8103, -3.9635], [-1.6567, 3.1475, -1.9259], [-0.3561, 3.1684, -0.7351], [-1.1218, 1.6401, -1.1456], [-4.1691, 0.8818, -1.2067], [-4.9432, 1.7101, 0.2179], [-6.4816, 2.3668, -0.1916], [-5.0650, 0.4510, 1.4791], [-3.8551, 2.7984, 0.6783], [-4.2056, 3.9362, 0.7649], [-2.7098, 2.2547, 0.8923]]
}

=====

Calculated values (kJ/mol) of ΔE to the lowest compared entry with this formula, charge and spin for the records, taken in order: 12.8, 124.3.